1.
Here is one molecule with the formula C5H8 from the OMol25 dataset. Energies are from ωB97M-V/def2-TZVPD.

Element x y z (Å)
C -1.8771 0.0484 -0.2795
C -0.8251 0.1294 0.8234
C 0.1876 1.2656 0.5740
C 1.1879 0.6383 0.2299
C 2.1256 -0.2355 -0.4353
H -2.7248 0.7089 -0.0791
H -2.2411 -0.9808 -0.3527
H -1.4577 0.3284 -1.2539
H -0.2271 -0.7994 0.8480
H -1.2512 0.1972 1.8208
H 2.6307 -0.9425 0.2291
H 1.6182 -0.7911 -1.2364
H 2.8540 0.4331 -0.8883

Calculated values
* HOMO-LUMO gap: 10.06 eV
* relative energy (zero: lowest compared OMol25 entry of this formula, charge and spin): 309.4 kJ/mol
* molecular weight: 68.119 g/mol
* SMILES: CC#CCC

***

2.
Here is C31H20F8N6ReS2Se as an isolated structure from the OMol25 dataset. Energies are from ωB97M-V/def2-TZVPD.

Element x y z (Å)
Re -0.2253 -1.0607 -0.3707
F 3.4566 -2.9588 4.4090
C 2.3458 -2.7141 3.7251
F 1.6199 -3.8411 3.6682
F 1.6241 -1.8021 4.3900
C 2.6530 -2.2286 2.3266
C 3.9503 -2.0781 1.8612
C 4.1707 -1.6255 0.5642
C 3.0871 -1.3437 -0.2418
N 1.8354 -1.5238 0.1970
C 1.6230 -1.9393 1.4514
S -0.1402 -1.9509 1.6887
H 4.7802 -2.3126 2.5144
H 5.1728 -1.4979 0.1814
H 3.2069 -0.9926 -1.2585
N 2.0750 5.6691 -1.7622
C 2.4056 6.9345 -1.3313
C 2.8425 8.0734 -2.0130
C 3.0850 9.1836 -1.2414
C 2.9038 9.1787 0.1622
C 2.4742 8.0587 0.8244
C 2.2187 6.9127 0.0563
N 1.7796 5.6723 0.4541
C 1.7049 4.9655 -0.6451
C 1.2818 3.5774 -0.6354
C 1.2974 2.7451 -1.7589
C 0.8899 1.4386 -1.6414
N 0.4611 0.9189 -0.4771
C 0.4272 1.7180 0.6134
C 0.8356 3.0239 0.5712
H 2.0638 5.3597 -2.7179
H 2.9856 8.0870 -3.0845
H 3.4259 10.0917 -1.7197
H 3.1106 10.0827 0.7174
H 2.3318 8.0466 1.8958
H 1.6340 3.0925 -2.7249
H 0.9080 0.7702 -2.4949
H 0.0596 1.2742 1.5300
H 0.8118 3.6409 1.4581
N -3.3538 -2.6450 0.2165
C -3.6271 -1.4224 -0.1935
S -2.3659 -0.2453 -0.5898
N -4.8674 -0.9978 -0.3181
C -6.0475 -1.7818 -0.0555
C -6.9958 -1.9058 -1.0584
C -8.1449 -2.6389 -0.8066
C -8.3304 -3.2430 0.4299
C -7.3755 -3.1028 1.4274
C -6.2279 -2.3591 1.1931
H -2.4025 -2.9831 0.1913
H -4.1018 -3.3025 0.3967
H -4.9935 -0.0679 -0.6957
H -6.8368 -1.4395 -2.0223
H -8.8944 -2.7399 -1.5788
H -9.2268 -3.8166 0.6199
H -7.5314 -3.5543 2.3973
H -5.5051 -2.1999 1.9845
F 3.9227 -6.5368 0.0641
C 2.9849 -5.7379 -0.4023
C 1.7092 -5.7765 0.1452
F 1.4339 -6.6179 1.1263
C 0.7381 -4.9213 -0.3445
F -0.4780 -4.9662 0.2079
C 1.0139 -4.0228 -1.3641
Se -0.3378 -2.8129 -1.9726
C 2.2878 -4.0126 -1.9070
F 2.5994 -3.1392 -2.8674
C 3.2785 -4.8536 -1.4314
F 4.5022 -4.8027 -1.9332

Calculated values
* HOMO-LUMO gap (alpha / beta): 5.33 / 4.94 eV
* net charge: +2
* molecular weight: 957.828 g/mol
* 2S+1: 2

***

3.
Here is C15H45BaNO23P5 as an isolated structure in a non-equilibrium geometry from the OMol25 dataset. Energies are from ωB97M-V/def2-TZVPD.

Element x y z (Å)
Ba -15.1245 25.6014 -5.0109
N -17.9894 25.9097 -6.8401
O -17.6549 24.9975 -6.0960
O -17.2718 26.8668 -6.8561
O -18.9775 25.8538 -7.5560
C -17.0896 26.4561 -0.0793
O -18.1593 26.5871 -0.9863
P -18.2251 25.6664 -2.3176
O -16.9503 25.7949 -3.0568
O -18.3684 24.1457 -1.7922
C -19.4446 23.7212 -0.9632
O -19.6614 26.1105 -3.0751
C -19.6710 27.2766 -3.8119
H -17.3151 26.0501 0.9068
H -16.6278 27.4238 0.1169
H -16.2791 25.8504 -0.4845
H -19.7482 22.7239 -1.2815
H -20.3588 24.2675 -1.1955
H -19.1120 23.6823 0.0741
H -20.3556 27.9874 -3.3491
H -19.9865 27.0519 -4.8308
H -18.6874 27.7414 -3.8783
C -15.9370 25.2826 -9.6920
O -15.3049 23.9577 -9.8239
P -14.3914 23.4635 -8.5147
O -14.5283 24.3033 -7.2843
O -15.1031 22.0014 -8.2630
C -16.4372 21.9483 -7.8295
O -12.8854 23.0658 -9.0664
C -11.8885 22.5240 -8.2043
H -16.9764 25.2512 -9.3652
H -15.8217 25.8136 -10.6369
H -15.4352 25.9112 -8.9564
H -17.1400 21.5761 -8.5750
H -16.8295 22.8931 -7.4533
H -16.5487 21.2107 -7.0348
H -10.9737 23.1164 -8.2201
H -11.6748 21.4596 -8.3021
H -12.1951 22.6989 -7.1730
C -8.5474 24.5938 -6.1689
O -9.9438 24.8484 -6.2080
P -10.9116 25.1656 -4.8972
O -12.4029 25.0376 -5.1670
O -10.3841 24.0847 -3.7792
C -11.0710 23.7062 -2.6268
O -10.3317 26.6190 -4.3556
C -10.8545 27.7764 -5.0405
H -8.2448 23.5524 -6.2783
H -8.0439 24.8788 -5.2451
H -8.0741 25.0730 -7.0258
H -10.6570 24.1461 -1.7195
H -10.9684 22.6223 -2.5734
H -12.1461 23.8854 -2.6391
H -10.1602 28.1644 -5.7858
H -11.1431 28.6004 -4.3878
H -11.7342 27.5740 -5.6514
C -18.7252 21.9716 -4.4591
O -17.7314 21.7969 -3.4543
P -16.1774 21.8205 -3.7926
O -15.6742 23.0429 -4.5067
O -15.4788 21.5533 -2.3194
C -15.5334 22.6318 -1.3605
O -16.0644 20.4752 -4.7052
C -16.5979 19.2403 -4.3047
H -19.6972 22.2556 -4.0556
H -18.8643 21.0240 -4.9794
H -18.4232 22.7913 -5.1110
H -15.8038 23.5962 -1.7907
H -14.5515 22.8707 -0.9520
H -16.1141 22.4481 -0.4565
H -15.7736 18.5278 -4.3376
H -17.4318 19.0783 -4.9877
H -17.0433 19.2750 -3.3104
C -13.2264 30.5414 -6.9001
O -12.5664 29.3988 -7.5065
P -13.5087 28.2193 -8.0843
O -14.0869 27.2699 -7.0584
O -12.4939 27.5175 -9.1528
C -11.4404 26.7168 -8.7487
O -14.6569 28.9567 -9.0483
C -14.2741 29.6244 -10.2789
H -12.6658 30.9284 -6.0491
H -14.2162 30.2378 -6.5593
H -13.3613 31.4057 -7.5503
H -10.5567 27.0686 -9.2811
H -11.5843 25.7325 -9.1942
H -11.2009 26.6135 -7.6904
H -14.6873 29.0769 -11.1261
H -13.1919 29.5709 -10.3978
H -14.6395 30.6436 -10.4042

Calculated values
* HOMO-LUMO gap: 8.21 eV
* net charge: +1
* relative energy (zero: lowest compared OMol25 entry of this formula, charge and spin): 17.7 kJ/mol
* molecular weight: 899.707 g/mol

***

4.
Here is an isolated ion of composition C4H3N2OS2 and charge -1 in a non-equilibrium geometry from the OMol25 dataset. Energies are from ωB97M-V/def2-TZVPD.

Element x y z (Å)
C -0.1787 0.6699 -2.3058
C 0.9897 1.4038 -2.2819
C 2.0283 1.2307 -1.2257
C 0.4800 0.1212 0.2061
N 1.5048 0.8352 -0.0375
N -0.0065 -0.1345 1.4810
O 3.2202 1.4108 -1.3446
S 1.1862 2.3804 -3.6321
S -0.6385 -0.4868 -1.0540
H -0.8091 0.3648 -3.1600
H 0.4916 0.3988 2.1329
H -1.0421 -0.1591 1.5378

Calculated values
* HOMO-LUMO gap: 5.68 eV
* net charge: -1
* relative energy (zero: lowest compared OMol25 entry of this formula, charge and spin): 0.0 kJ/mol
* molecular weight: 159.215 g/mol
* SMILES: Nc1nc(=O)c([S-])cs1